92
Properties=species:S:1:pos:R:3 method="wB97M-V/def2-TZVPD" lumo_ev=1.87 e_homo_ev=-6.0 multiplicity=1 total_charge=-1
C -0.78 -5.41 -4.08
O -1.28 -6.30 -3.10
C -1.54 -5.64 -1.87
C -3.03 -5.32 -1.71
C -3.27 -4.09 -0.84
C -3.18 -4.38 0.68
C -1.86 -3.90 1.31
C -1.96 -2.52 1.95
C -0.71 -2.18 2.77
C 0.45 -1.71 1.87
C 0.59 -0.20 1.74
C 0.81 0.56 3.05
C -0.10 1.74 3.28
C -1.59 1.43 3.21
O -2.22 2.41 2.40
Si -3.72 2.09 1.75
C -5.08 2.45 3.01
C -3.91 3.31 0.33
C -3.86 0.36 1.03
O 2.16 1.10 3.21
S 3.33 0.12 2.85
O 3.11 -1.11 3.56
O 4.58 0.75 3.06
C 3.03 -0.20 1.10
C 4.15 0.25 0.15
C 4.32 1.71 -0.21
C 4.62 2.00 -1.56
C 4.76 3.31 -2.02
C 4.64 4.37 -1.13
C 4.36 4.10 0.21
C 4.19 2.79 0.66
C 1.62 0.23 0.69
O 1.54 1.62 0.55
C 0.62 2.05 -0.45
C 1.20 1.88 -1.87
C 1.31 3.18 -2.63
O 0.33 1.02 -2.64
H -1.45 -4.55 -4.21
H -0.73 -5.95 -5.02
H 0.21 -5.05 -3.80
H -1.23 -6.29 -1.06
H -0.99 -4.70 -1.83
H -3.44 -5.17 -2.71
H -3.55 -6.17 -1.29
H -2.59 -3.28 -1.11
H -4.28 -3.73 -1.04
H -4.04 -3.93 1.16
H -3.22 -5.46 0.79
H -1.12 -3.86 0.51
H -1.48 -4.62 2.03
H -2.86 -2.47 2.55
H -2.03 -1.81 1.13
H -0.38 -3.11 3.24
H -0.92 -1.48 3.57
H 1.37 -2.19 2.17
H 0.23 -2.08 0.86
H -0.37 0.15 1.33
H 0.68 -0.16 3.86
H 0.16 2.51 2.56
H 0.14 2.13 4.26
H -1.75 0.42 2.84
H -2.01 1.47 4.22
H -5.87 2.98 2.49
H -5.49 1.57 3.49
H -4.68 3.14 3.75
H -3.16 4.09 0.45
H -3.66 2.81 -0.60
H -4.90 3.75 0.28
H -4.72 0.34 0.36
H -3.96 -0.39 1.81
H -2.97 0.17 0.43
H 3.03 -1.28 1.09
H 4.00 -0.31 -0.77
H 5.09 -0.12 0.56
H 4.70 1.19 -2.27
H 4.94 3.46 -3.08
H 4.74 5.38 -1.49
H 4.26 4.92 0.91
H 3.94 2.64 1.70
H 1.40 -0.27 -0.26
H 0.47 3.10 -0.24
H -0.34 1.53 -0.37
H 2.18 1.41 -1.79
H 0.65 3.94 -2.22
H 2.32 3.57 -2.60
H 1.07 3.03 -3.67
H 0.09 0.28 -2.08
O 1.54 3.13 -6.24
Cl 2.97 3.31 -6.24
O 3.32 4.45 -7.06
O 3.61 2.13 -6.77
O 3.42 3.53 -4.88



22
Properties=species:S:1:pos:R:3 method="wB97M-V/def2-TZVPD" lumo_ev=0.65 e_homo_ev=-9.1 smiles=CCNC.O.O.O multiplicity=1
C -0.82 -2.13 0.44
C -1.92 -2.10 -0.72
N -1.98 -0.73 -1.29
C -3.33 -0.51 -1.89
H -1.25 -1.40 1.08
H 0.09 -1.81 -0.04
H -0.70 -3.19 0.68
H -2.88 -2.27 -0.23
H -1.73 -2.87 -1.47
H -1.31 -0.66 -2.05
H -4.01 -0.09 -1.05
H -3.13 0.40 -2.42
H -3.92 -1.19 -2.55
H 3.65 4.24 -1.17
H 4.56 3.31 -0.59
O 4.31 4.24 -0.45
H 4.38 -2.68 0.19
H 3.90 -3.95 0.60
O 3.90 -3.05 0.95
H 1.29 5.52 3.51
H 0.51 5.19 4.64
O 0.39 5.71 3.83



113
Properties=species:S:1:pos:R:3 method="wB97M-V/def2-TZVPD" lumo_ev=-0.54 e_homo_ev=-2.6 multiplicity=1 total_charge=-2
C 1.66 1.37 -0.36
C 2.59 0.20 0.05
C 2.18 -1.06 -0.65
O 2.22 -2.15 -0.17
O 1.73 -0.88 -1.95
C 2.15 -1.89 -2.83
C 2.87 -1.25 -4.02
S 1.83 -0.87 -5.43
C 0.29 -0.25 -4.76
C -0.65 0.32 -5.80
C -1.55 1.37 -5.11
C -1.08 2.80 -5.40
C -0.94 3.64 -4.14
C -0.05 4.87 -4.34
C 1.42 4.50 -4.45
C 2.32 5.43 -3.59
O 3.32 6.00 -4.40
C 4.67 5.70 -4.08
C 2.49 0.56 -6.30
C 3.95 0.48 -6.73
C 5.02 0.57 -5.63
C 4.81 1.68 -4.66
O 4.14 2.65 -4.87
O 5.53 1.58 -3.50
H 1.67 2.17 0.48
H 2.12 1.83 -1.30
H 0.66 1.03 -0.59
H 3.62 0.41 -0.26
H 2.51 0.04 1.15
H 1.29 -2.46 -3.19
H 2.87 -2.56 -2.36
H 3.36 -0.35 -3.64
H 3.62 -1.93 -4.39
H 0.59 0.53 -4.05
H -0.20 -1.08 -4.23
H -0.14 0.84 -6.62
H -1.23 -0.49 -6.22
H -2.56 1.24 -5.47
H -1.56 1.15 -4.05
H -0.12 2.82 -5.92
H -1.79 3.30 -6.06
H -1.90 3.93 -3.71
H -0.45 3.00 -3.39
H -0.21 5.56 -3.52
H -0.37 5.36 -5.25
H 1.77 4.57 -5.47
H 1.56 3.44 -4.15
H 2.74 4.91 -2.69
H 1.72 6.25 -3.20
H 4.77 5.05 -3.22
H 5.20 6.63 -3.90
H 5.14 5.20 -4.93
H 1.88 0.62 -7.19
H 2.27 1.45 -5.72
H 4.09 -0.48 -7.22
H 4.12 1.25 -7.47
H 5.17 -0.38 -5.14
H 5.96 0.78 -6.13
H 5.17 0.87 -2.94
O -1.97 -2.25 -3.91
H -1.53 -2.41 -3.06
Mg 2.06 3.18 -2.24
C -0.90 7.95 -4.23
O -0.74 8.32 -5.41
O -2.01 7.52 -3.76
O 0.06 7.89 -3.36
C 0.97 -1.61 4.39
C 2.10 -0.88 5.12
C 2.74 -1.58 6.33
F 1.84 -1.75 7.33
F 3.74 -0.80 6.81
F 1.72 0.36 5.47
F 3.12 -0.75 4.22
O -0.38 -1.22 4.69
C -1.03 -1.74 5.71
C -1.53 -0.79 6.78
F -0.48 -0.15 7.34
F -2.08 -1.63 7.75
F -0.29 -2.74 6.38
F -2.13 -2.41 5.23
H 1.08 -1.34 3.34
H 1.08 -2.69 4.43
H 3.15 -2.55 6.04
H -2.31 -0.05 6.42
Al -1.88 -3.98 7.26
C 1.05 -4.72 2.55
C 1.26 -5.66 3.75
O 1.67 -6.81 3.47
O 1.02 -5.22 4.89
H 1.29 -5.20 1.61
H 0.01 -4.39 2.53
H 1.69 -3.84 2.67
Br 1.08 1.40 2.13
Cl -4.26 0.44 6.82
C 1.79 -8.75 1.08
O 1.90 -9.90 1.47
O 0.72 -8.08 1.06
O 2.72 -8.04 0.61
O -8.33 -0.44 6.68
S -8.01 -1.82 6.85
O -8.57 -2.79 5.95
O -8.39 -2.24 8.35
C -9.72 -1.96 8.79
C -10.76 -2.89 8.19
C -6.28 -2.08 6.98
H -9.96 -0.92 8.58
H -9.70 -2.07 9.87
H -10.84 -2.76 7.12
H -11.74 -2.70 8.64
H -10.48 -3.93 8.37
H -5.85 -1.37 7.68
H -5.85 -1.91 5.99
H -6.13 -3.11 7.30